ORCA calculation (the ωB97M-V functional and the def2-TZVPD basis) on the molecule C19H26N4O4.

Its SMILES is Cc1ccc([C@]2(C)NC(=O)N(CC(=O)NC(=O)NCCC(C)C)C2=O)cc1. The total energy comes out at -1259.728539 a.u. The calculation puts the energy above the lowest of the compared OMol25 structures with the same formula, charge and spin at 0.062 eV. As for the charge: 0.

Each line ends with the Mulliken charge.
CARTESIAN COORDINATES (ANGSTROEM)
O (0.962, 0.682, -0.438)  -0.80
O (4.785, 1.819, 0.632)  -0.66
O (-0.906, 2.880, -2.062)  -0.65
O (-1.793, 1.370, 2.141)  -0.67
N (-2.681, 1.680, -1.215)  -0.04
N (3.622, 0.242, -0.527)  0.11
N (-1.080, 2.286, 0.169)  0.23
N (2.545, 2.080, 0.407)  -0.16
C (3.264, -3.333, -0.927)  -1.56
C (-4.065, -2.568, 0.375)  -1.02
C (-3.072, -0.411, 0.002)  -0.25
C (3.662, -2.760, 0.431)  0.83
C (-1.497, 2.326, -1.175)  0.35
C (-4.387, 1.729, 0.545)  -2.22
C (3.761, 1.358, 0.188)  0.33
C (4.829, -1.763, 0.326)  -0.90
C (-4.130, -1.188, 0.451)  -0.62
C (-1.927, 1.566, 0.962)  0.33
C (-2.873, -4.703, -0.203)  -1.46
C (0.225, 2.733, 0.570)  -1.20
C (-3.079, 1.107, 0.057)  2.34
C (-1.885, -2.425, -0.577)  -1.09
C (2.439, -2.187, 1.148)  -1.23
C (1.274, 1.714, 0.118)  0.89
C (4.720, -0.671, -0.743)  -1.12
C (-2.947, -3.208, -0.140)  1.03
C (-1.944, -1.047, -0.508)  -0.15
H (4.035, -3.589, 1.047)  0.35
H (5.740, -2.325, 0.106)  0.40
H (5.638, -0.079, -0.722)  0.46
H (1.893, -1.483, 0.527)  0.03
H (1.755, -2.991, 1.411)  0.48
H (-2.330, -5.083, 0.663)  0.27
H (-4.558, 1.453, 1.581)  0.40
H (-5.014, -0.731, 0.866)  0.41
H (-4.315, 2.813, 0.482)  0.41
H (2.733, -1.681, 2.066)  0.36
H (-3.867, -5.143, -0.199)  0.38
H (-1.100, -0.464, -0.846)  0.30
H (-0.999, -2.899, -0.973)  0.46
H (2.686, -0.041, -0.789)  0.27
H (-2.344, -5.026, -1.097)  0.38
H (4.968, -1.280, 1.296)  0.37
H (2.702, 2.952, 0.894)  0.26
H (-4.901, -3.156, 0.726)  0.35
H (-3.159, 1.485, -2.077)  0.23
H (-5.221, 1.399, -0.069)  0.46
H (0.431, 3.701, 0.104)  0.41
H (4.607, -1.112, -1.734)  0.38
H (2.775, -2.580, -1.541)  0.28
H (4.137, -3.706, -1.460)  0.36
H (0.233, 2.820, 1.660)  0.46
H (2.569, -4.158, -0.792)  0.44

Force components x, y, z for each atom (eV/Å):
O -0.162 -0.187 -0.126
O 0.408 0.117 0.199
O 0.340 0.160 -0.265
O -0.054 -0.115 0.116
N -0.243 -0.129 -0.060
N -0.308 -0.381 -0.314
N 0.409 0.289 -0.069
N 0.358 0.156 0.141
C 0.143 -0.048 0.330
C 0.051 -0.109 -0.029
C -0.058 -0.104 0.010
C 0.022 0.090 -0.005
C -0.095 0.124 0.114
C 0.252 -0.088 0.098
C -0.503 0.226 -0.065
C -0.135 0.017 -0.158
C 0.107 0.170 -0.019
C -0.112 0.112 0.009
C 0.037 0.002 0.060
C -0.238 -0.134 -0.169
C -0.333 -0.048 0.144
C -0.029 0.070 0.026
C 0.167 -0.187 -0.029
C -0.116 0.258 0.134
C 0.402 -0.117 0.276
C -0.098 0.046 0.014
C -0.074 -0.045 0.009
H -0.024 0.058 -0.052
H 0.074 -0.007 0.030
H -0.093 -0.111 -0.133
H -0.099 0.084 -0.016
H -0.120 -0.055 0.040
H 0.022 -0.101 0.024
H -0.101 -0.039 0.079
H -0.100 0.089 0.044
H 0.005 0.043 -0.002
H -0.030 0.084 0.122
H -0.034 -0.081 -0.014
H 0.104 0.069 -0.042
H 0.111 -0.065 -0.063
H 0.071 0.211 0.087
H 0.012 -0.081 -0.046
H 0.097 0.011 0.042
H 0.011 -0.143 -0.062
H -0.082 -0.076 0.020
H 0.117 0.036 -0.037
H -0.077 -0.033 -0.032
H 0.029 -0.088 0.106
H 0.050 0.067 0.010
H -0.073 0.090 -0.149
H 0.061 -0.057 -0.151
H 0.030 0.028 -0.118
H -0.098 -0.079 -0.061

=====

ORCA calculation (the ωB97M-V functional and the def2-TZVPD basis) on a 2-piece molecular cluster, C19H26N4O5S overall at a distorted geometry.

Its SMILES is CNC(=O)[C@@H](NC(C)=O)[C@@H](C)O.COCC(=O)Nc1nc(-c2ccccc2)cs1. The total energy comes out at -1733.069374 a.u. The calculation puts the energy above the lowest of the compared OMol25 structures with the same formula, charge and spin at 1.036 eV. As for the charge: 0.

Each line ends with the Mulliken charge.
CARTESIAN COORDINATES (ANGSTROEM)
S (-2.854, -1.437, -0.290)  -0.09
O (-0.460, 0.117, 0.823)  -0.77
O (6.158, 0.004, 2.213)  -0.68
O (6.370, -1.948, -1.286)  -0.62
O (2.351, 0.334, -0.006)  -0.62
O (-1.062, 3.641, 1.021)  -0.43
N (-4.400, 0.655, -0.426)  -0.58
N (-2.396, 1.276, 0.434)  -0.11
N (4.293, -1.469, -0.573)  -0.21
N (5.810, -2.152, 1.717)  -0.09
C (-1.078, 1.177, 0.829)  0.50
C (-6.505, -0.268, -1.462)  0.93
C (3.454, 1.474, 1.734)  -1.31
C (4.576, -2.986, -2.437)  -1.26
C (-8.365, -1.037, -2.848)  -0.61
C (5.159, -2.079, -1.381)  0.78
C (-4.456, -1.610, -0.949)  -0.61
C (-0.234, 4.811, 0.990)  -0.73
C (6.724, -2.698, 2.718)  -0.94
C (-9.148, 0.031, -2.406)  -0.38
C (-7.303, 0.811, -1.043)  -0.31
C (-7.056, -1.187, -2.378)  -0.53
C (-5.128, -0.414, -0.951)  -0.02
C (4.628, -0.408, 0.403)  0.19
C (5.596, -0.843, 1.524)  0.21
C (-0.315, 2.432, 1.259)  -0.11
C (-3.204, 0.272, -0.062)  0.59
C (-8.616, 0.956, -1.505)  -0.51
C (3.315, 0.134, 1.011)  0.19
H (7.738, -2.348, 2.516)  0.29
H (5.389, -2.787, 1.058)  0.20
H (-8.775, -1.751, -3.556)  0.37
H (3.878, 2.218, 1.060)  0.33
H (-2.803, 2.205, 0.437)  0.27
H (-0.083, 2.350, 2.324)  0.29
H (1.473, 0.133, 0.356)  0.27
H (-6.471, -2.023, -2.749)  0.24
H (4.097, 1.370, 2.607)  0.45
H (3.965, -2.397, -3.119)  0.33
H (3.968, -3.755, -1.964)  0.33
H (0.347, 4.902, 1.913)  0.30
H (2.921, -0.606, 1.708)  0.36
H (3.311, -1.581, -0.774)  0.24
H (-9.219, 1.792, -1.164)  0.36
H (-6.898, 1.539, -0.346)  0.39
H (6.710, -3.789, 2.689)  0.34
H (5.391, -3.452, -2.990)  0.33
H (-0.859, 5.704, 0.887)  0.27
H (2.477, 1.809, 2.078)  0.22
H (0.455, 4.775, 0.140)  0.32
H (5.112, 0.406, -0.135)  0.38
H (-4.870, -2.548, -1.298)  0.34
H (-10.167, 0.146, -2.766)  0.36
H (0.627, 2.457, 0.702)  0.28
H (6.430, -2.357, 3.713)  0.29

Force components x, y, z for each atom (eV/Å):
S -0.445 0.943 -0.032
O -0.434 0.197 -0.005
O -0.449 -0.118 -0.314
O 0.043 0.267 0.177
O -0.158 -0.490 -0.708
O 0.278 -0.404 0.007
N -0.164 -0.917 -0.310
N 1.970 0.471 0.809
N -1.082 0.666 1.400
N -0.579 -0.911 -0.213
C -0.063 -0.419 -0.424
C -0.631 0.387 -0.207
C 0.655 -0.488 0.292
C -0.033 0.054 0.062
C 0.295 0.254 0.401
C 1.440 -0.515 -0.828
C -0.055 0.686 0.140
C -0.014 -0.310 0.057
C -0.078 0.597 -0.205
C 0.259 0.040 0.132
C -0.217 -0.166 -0.189
C -0.289 0.338 0.122
C 0.916 -0.573 0.210
C -0.207 -0.446 -0.508
C 0.766 0.588 0.388
C -0.886 1.086 -0.332
C -1.282 -0.244 -0.497
C 0.359 -0.370 -0.141
C -0.346 0.555 0.461
H -0.032 -0.042 0.097
H 0.097 0.058 0.074
H 0.101 0.075 0.094
H -0.023 0.018 0.018
H -0.049 -0.139 -0.054
H 0.021 -0.148 0.035
H -0.010 0.072 -0.060
H 0.044 0.131 0.058
H 0.137 0.143 -0.031
H -0.156 -0.096 -0.072
H -0.176 -0.079 -0.111
H -0.026 -0.025 -0.014
H 0.092 -0.238 0.174
H -0.002 0.215 0.031
H 0.092 -0.103 -0.030
H 0.025 -0.160 -0.114
H -0.130 0.163 -0.114
H -0.098 0.091 0.117
H -0.102 -0.398 0.029
H -0.097 -0.061 -0.084
H -0.009 -0.065 0.035
H 0.213 0.047 0.061
H 0.363 0.028 0.185
H 0.136 -0.013 0.036
H -0.057 -0.191 -0.050
H 0.079 -0.042 -0.053